# 1
A cluster of 2 separate species, C5H8O in total at a distorted geometry, computed with ωB97M-V/def2-TZVPD.

The geometry in XYZ format:
```
14
Properties=species:S:1:pos:R:3
C 0.74 -0.58 -0.92
C 0.66 -1.59 -1.86
C -0.32 2.04 -0.10
O -0.42 -0.56 3.05
C -0.58 0.74 0.18
C 0.14 -0.45 0.37
H 1.27 0.35 -1.23
H 1.57 -2.05 -2.20
H -0.28 -1.79 -2.35
H 0.38 2.64 0.47
H -0.93 2.52 -0.85
H -0.32 -0.64 4.00
H -1.61 0.65 0.55
H -0.30 -1.29 0.89
```

Computed properties:
Relative energy (zero: lowest compared OMol25 entry of this formula, charge and spin) (kJ/mol): 964.23
Molar mass (g/mol): 84.1
HOMO (eV): -7.03


# 2
An isolated molecule of C5H8O, computed with ωB97M-V/def2-TZVPD.

The geometry in XYZ format:
```
14
Properties=species:S:1:pos:R:3
O -0.65 1.34 -0.79
C -0.59 0.47 0.32
C -1.37 -0.78 -0.11
C -0.86 -1.72 -1.13
C 1.89 0.40 -0.01
C 0.83 0.16 0.74
H -0.19 2.16 -0.54
H -1.11 0.91 1.18
H -2.43 -0.53 -0.27
H -1.38 -1.53 0.71
H 0.24 -1.59 -1.15
H 1.79 0.85 -1.00
H 2.90 0.16 0.32
H 0.94 -0.30 1.73
```

Computed properties:
Relative energy (zero: lowest compared OMol25 entry of this formula, charge and spin) (kJ/mol): 477.72
Molar mass (g/mol): 84.1
HOMO (eV): -8.66


# 3
An isolated molecule of C5H8O, computed with ωB97M-V/def2-TZVPD.

The geometry in XYZ format:
```
14
Properties=species:S:1:pos:R:3
O 1.88 0.01 -1.53
C 1.64 0.65 -0.53
C 0.60 0.27 0.49
C 0.03 -1.16 0.33
C -1.28 -0.57 -0.24
C -0.80 0.85 0.13
H 2.17 1.61 -0.33
H 0.96 0.55 1.49
H 0.60 -1.78 -0.36
H -0.09 -1.68 1.28
H -1.38 -0.72 -1.31
H -2.20 -0.90 0.25
H -0.82 1.59 -0.68
H -1.31 1.29 0.99
```

Computed properties:
Relative energy (zero: lowest compared OMol25 entry of this formula, charge and spin) (kJ/mol): 114.33
Molar mass (g/mol): 84.1
HOMO (eV): -9.76


# 4
An isolated molecule of C5H8O, computed with ωB97M-V/def2-TZVPD.

The geometry in XYZ format:
```
14
Properties=species:S:1:pos:R:3
O 1.02 1.48 1.86
C 0.01 0.66 1.65
C 0.76 0.02 -0.67
C -0.37 0.68 0.18
C -1.26 -0.52 -0.19
C 0.04 -1.33 -0.43
H 1.33 1.95 1.05
H 1.80 0.15 -0.34
H 0.68 0.31 -1.73
H -0.70 1.69 -0.10
H -1.96 -0.87 0.58
H -1.79 -0.36 -1.13
H 0.37 -1.79 0.51
H 0.06 -2.07 -1.23
```

Computed properties:
Relative energy (zero: lowest compared OMol25 entry of this formula, charge and spin) (kJ/mol): 342.41
Molar mass (g/mol): 84.1
HOMO (eV): -8.51


# 5
An isolated molecule of C5H8O, computed with ωB97M-V/def2-TZVPD.

The geometry in XYZ format:
```
14
Properties=species:S:1:pos:R:3
C -0.49 -0.22 1.46
C -0.08 -0.15 0.00
C -0.25 1.13 -0.79
C 1.11 0.69 -0.40
C -0.20 -1.41 -0.78
O -0.47 -2.49 -0.31
H -1.24 0.53 1.71
H -0.90 -1.21 1.67
H 0.37 -0.07 2.13
H -0.52 1.05 -1.84
H -0.71 1.96 -0.27
H 1.61 1.18 0.44
H 1.79 0.33 -1.17
H 0.00 -1.30 -1.87
```

Computed properties:
Relative energy (zero: lowest compared OMol25 entry of this formula, charge and spin) (kJ/mol): 105.53
Molar mass (g/mol): 84.1
HOMO (eV): -9.84


# 6
An isolated molecule of C5H8O, computed with ωB97M-V/def2-TZVPD.

The geometry in XYZ format:
```
14
Properties=species:S:1:pos:R:3
C -0.01 -1.40 0.89
C -0.28 0.05 0.48
C -0.82 0.03 -1.06
C 0.13 1.12 -0.92
O -0.50 2.21 -0.48
C 1.14 0.71 0.03
H 0.60 -1.96 0.17
H 0.51 -1.41 1.86
H -0.96 -1.93 1.01
H -0.82 1.67 0.43
H -1.83 0.37 -1.28
H -0.56 -0.92 -1.53
H 1.55 1.54 0.60
H 1.86 -0.08 -0.19
```

Computed properties:
Relative energy (zero: lowest compared OMol25 entry of this formula, charge and spin) (kJ/mol): 480.62
Molar mass (g/mol): 84.1
HOMO (eV): -8.57


# 7
An isolated molecule of C5H8O at a distorted geometry, computed with ωB97M-V/def2-TZVPD.

The geometry in XYZ format:
```
14
Properties=species:S:1:pos:R:3
C 2.30 0.11 0.15
C 0.82 0.63 0.17
C -0.25 -0.31 -0.32
C -1.65 0.22 -0.54
C -1.40 -0.86 0.54
H 3.04 0.80 0.55
H 0.96 1.54 -0.46
H 0.67 1.06 1.23
H 0.12 -0.87 -1.20
H -1.84 1.27 -0.26
H -2.19 -0.06 -1.50
H -1.43 -0.73 1.65
H -1.85 -1.89 0.37
O 2.69 -0.92 -0.36
```

Computed properties:
Relative energy (zero: lowest compared OMol25 entry of this formula, charge and spin) (kJ/mol): 180.15
Molar mass (g/mol): 84.1
HOMO (eV): -9.73


# 8
A structure of composition C5H8O at a distorted geometry, computed with ωB97M-V/def2-TZVPD.

The geometry in XYZ format:
```
14
Properties=species:S:1:pos:R:3
C 1.76 -0.76 0.20
C 0.78 0.41 0.30
C -0.52 0.16 -0.47
C -1.62 -0.68 0.13
O -2.46 0.39 0.15
C -1.54 1.23 -0.36
H 1.29 -1.68 0.58
H 2.66 -0.56 0.79
H 2.05 -0.94 -0.84
H 1.25 1.32 -0.11
H -0.33 -0.18 -1.50
H 0.53 0.61 1.35
H -2.06 -1.62 -0.22
H -1.49 2.23 0.07
```

Computed properties:
Relative energy (zero: lowest compared OMol25 entry of this formula, charge and spin) (kJ/mol): 414.78
Molar mass (g/mol): 84.1
HOMO (alpha / beta) (eV): -7.90 / -7.79


# 9
An isolated molecule of C5H8O, computed with ωB97M-V/def2-TZVPD.

The geometry in XYZ format:
```
14
Properties=species:S:1:pos:R:3
C 0.13 -1.32 1.29
C -0.50 -0.69 0.01
O -1.25 0.52 0.18
C -0.48 1.63 -0.28
C 0.62 1.01 -1.11
C 0.52 -0.32 -1.03
H -0.63 -1.68 2.01
H 0.69 -2.22 1.00
H 0.81 -0.66 1.83
H -1.20 -1.49 -0.27
H -1.10 2.30 -0.90
H -0.11 2.21 0.57
H 1.34 1.59 -1.67
H 1.10 -1.04 -1.59
```

Computed properties:
Relative energy (zero: lowest compared OMol25 entry of this formula, charge and spin) (kJ/mol): 115.04
Molar mass (g/mol): 84.1
HOMO (eV): -9.13


# 10
An isolated molecule of C5H8O at a distorted geometry, computed with ωB97M-V/def2-TZVPD.

The geometry in XYZ format:
```
14
Properties=species:S:1:pos:R:3
C -1.40 1.07 -0.13
C -1.01 -0.37 0.17
C 0.43 -0.45 0.69
O 0.71 -1.77 1.09
C 1.42 -0.06 -0.43
C 2.17 0.21 -1.35
H -1.37 1.70 0.76
H -2.41 1.12 -0.54
H -0.71 1.50 -0.87
H -1.06 -1.00 -0.71
H -1.70 -0.80 0.91
H 0.44 0.18 1.62
H 1.66 -1.85 0.95
H 2.83 0.51 -2.16
```

Computed properties:
Relative energy (zero: lowest compared OMol25 entry of this formula, charge and spin) (kJ/mol): 226.40
Molar mass (g/mol): 84.1
HOMO (eV): -10.21


# 11
An isolated molecule of C5H8O, computed with ωB97M-V/def2-TZVPD.

The geometry in XYZ format:
```
14
Properties=species:S:1:pos:R:3
O -2.09 -1.11 1.24
C -1.37 -1.14 0.08
C -0.19 -0.51 0.06
C 0.15 0.83 0.71
C 0.90 1.12 -0.63
C 0.92 -0.40 -0.93
H -1.85 -1.65 -0.74
H -1.38 -0.97 1.88
H -0.72 1.47 0.93
H 0.82 0.84 1.58
H 0.25 1.62 -1.34
H 1.86 1.64 -0.57
H 0.74 -0.77 -1.94
H 1.83 -0.87 -0.52
```

Computed properties:
Relative energy (zero: lowest compared OMol25 entry of this formula, charge and spin) (kJ/mol): 198.53
Molar mass (g/mol): 84.1
HOMO (eV): -8.31


# 12
A structure of composition C5H8O at a distorted geometry, computed with ωB97M-V/def2-TZVPD.

The geometry in XYZ format:
```
14
Properties=species:S:1:pos:R:3
C -1.73 0.50 0.24
C -0.91 0.18 1.23
C -0.98 -0.25 -0.90
C -0.05 -0.58 0.30
C 0.81 -1.55 0.61
O 1.60 1.45 -0.62
H -2.71 1.10 0.19
H -0.87 0.42 2.32
H -1.58 -1.03 -1.30
H -0.48 0.22 -1.81
H 1.09 -1.79 1.65
H 2.20 0.91 -0.63
H 1.57 -1.71 -0.11
H 2.06 2.15 -1.16
```

Computed properties:
Relative energy (zero: lowest compared OMol25 entry of this formula, charge and spin) (kJ/mol): 187.98
Multiplicity: 3
Molar mass (g/mol): 84.1
HOMO (alpha / beta) (eV): -5.11 / -9.71


> Which formula does entry 2 have?

C5H8O